(1)
Density functional theory data (ωB97M-V with the def2-TZVPD basis set) for C18H40N5P3SV as an isolated structure in a non-equilibrium geometry.

Last column: Mulliken charge in e.
Element x y z (Å)
V: 0.63 -0.46 -0.60  0.192
P: -0.51 1.43 0.58  0.945
P: -2.60 -1.16 -1.62  0.833
P: 2.66 0.86 -0.76  1.114
H: 1.03 -1.84 -6.37  0.298
C: 1.97 -1.90 -5.82  -0.466
C: 2.28 -2.97 -5.08  -0.384
H: 1.59 -3.62 -4.52  0.252
C: -0.96 2.99 -0.27  -1.155
C: -2.00 1.14 1.62  -1.296
C: 0.58 2.11 1.89  -0.857
C: -3.59 -2.14 -2.76  -1.026
C: -2.82 -1.81 0.02  -0.701
C: -3.12 0.54 -1.86  -1.152
C: 3.85 0.31 -2.04  -1.164
C: 3.62 0.50 0.75  -1.208
C: 2.71 2.69 -0.89  -1.312
H: 2.70 -1.12 -6.07  0.352
H: 3.32 -3.31 -5.16  0.352
H: -1.33 3.69 0.49  0.458
H: -1.72 2.78 -1.02  0.350
H: -0.06 3.38 -0.76  0.360
H: -2.22 2.08 2.15  0.558
H: -1.81 0.34 2.35  0.394
H: -2.86 0.84 1.01  0.346
H: -0.05 2.66 2.60  0.601
H: 1.35 2.76 1.48  0.251
H: 1.05 1.26 2.39  0.011
H: -4.68 -1.98 -2.65  0.483
H: -3.33 -3.20 -2.71  0.466
H: -3.34 -1.79 -3.77  0.218
H: -3.74 -1.39 0.45  0.480
H: -1.97 -1.60 0.69  -0.080
H: -2.94 -2.90 -0.11  0.421
H: -4.18 0.51 -2.14  0.540
H: -2.58 1.02 -2.67  0.312
H: -3.06 1.16 -0.96  0.312
H: 4.78 0.89 -1.93  0.527
H: 3.43 0.44 -3.04  0.467
H: 4.08 -0.74 -1.88  0.458
H: 4.68 0.75 0.60  0.525
H: 3.55 -0.57 0.98  0.404
H: 3.22 1.07 1.60  0.334
H: 3.72 3.01 -1.16  0.451
H: 2.45 3.18 0.06  0.403
H: 2.00 3.02 -1.66  0.390
C: 0.40 -1.69 -3.49  0.156
C: 0.65 -0.35 -3.87  -0.280
C: -0.33 0.26 -4.63  -0.956
C: -1.50 -0.43 -5.00  -0.272
C: -1.53 -1.84 -4.94  -1.265
C: -0.59 -2.48 -4.13  0.058
S: 1.22 -2.28 -2.10  0.093
H: -1.23 -1.38 -2.00  -0.349
H: 1.52 0.19 -3.48  0.306
H: -0.23 1.29 -4.94  0.605
H: -2.34 0.20 -5.30  0.603
H: -2.31 -2.44 -5.45  0.570
H: -0.76 -3.52 -3.79  0.532
N: 1.09 -1.30 4.60  -0.575
N: 1.15 -1.79 3.30  0.789
N: 0.43 -2.90 3.03  -0.652
C: 0.21 -2.74 1.73  -0.454
N: 0.66 -1.58 1.22  -0.020
N: 1.23 -0.92 2.27  -0.084
H: 1.86 -0.65 4.69  0.288
H: 1.19 -2.06 5.26  0.338
H: -0.32 -3.50 1.18  0.514

Values from the calculation:
- ⟨S²⟩ = 0.7963
- F_max (hartree/bohr) = 0.062
- HOMO energy (spin up / spin down) (eV) = -19.37 / -19.32
- Kohn-Sham gap (spin up / spin down) (eV) = 4.13 / 4.12
- energy relative to the best compared isomer or geometry (same formula, charge and spin) (kcal/mol) = 2.5
- spin multiplicity = 2
- net charge = +4
- lowest unoccupied orbital energy (spin up / spin down) (eV) = -15.24 / -15.20

=====

(2)
Density functional theory data (ωB97M-V with the def2-TZVPD basis set) for a 2-piece molecular cluster, C5H8O3 overall.

Last column: Mulliken charge in e.
Element x y z (Å)
C: -1.28 0.30 -0.50  0.205
C: 0.14 0.09 1.51  -1.333
C: -0.78 1.67 -0.84  -0.970
C: 0.69 -1.10 1.11  0.781
C: 1.65 -1.34 0.00  0.038
O: -1.01 -0.69 -1.22  -0.602
O: 0.44 -2.31 1.35  -0.624
O: 1.33 -1.28 -1.22  -0.468
H: 0.28 -0.94 -1.36  0.473
H: -2.15 0.23 0.15  0.373
H: 2.61 -1.79 0.24  0.399
H: 0.66 1.01 1.27  0.408
H: -0.55 0.10 2.34  0.343
H: -1.39 2.03 -1.67  0.341
H: -0.89 2.36 0.00  0.355
H: 0.26 1.65 -1.17  0.280

Values from the calculation:
- F_max (hartree/bohr) = 0.010
- HOMO energy (eV) = -8.33
- Kohn-Sham gap (eV) = 8.53
- energy relative to the best compared isomer or geometry (same formula, charge and spin) (kcal/mol) = 81.7
- lowest unoccupied orbital energy (eV) = 0.20

=====

(3)
Density functional theory data (ωB97M-V with the def2-TZVPD basis set) for C33H17F14MnN2O2PS3Se as an isolated structure in a non-equilibrium geometry.

Last column: Mulliken charge in e.
Element x y z (Å)
Mn: -2.01 0.88 0.14  -0.354
S: -2.50 5.34 0.48  -0.287
C: -2.45 3.71 0.27  0.429
S: -1.91 2.67 1.58  -0.223
S: -2.84 2.87 -1.16  -0.411
F: 4.47 -4.17 -1.00  -0.296
C: 3.67 -3.63 -1.93  0.802
F: 2.84 -4.62 -2.33  -0.266
F: 4.46 -3.37 -2.99  -0.278
C: 2.92 -2.42 -1.46  0.356
C: 3.29 -1.76 -0.29  -0.961
C: 2.58 -0.66 0.14  0.034
C: 1.48 -0.21 -0.59  0.871
C: 1.15 -0.85 -1.78  -1.041
C: 1.86 -1.94 -2.22  -0.947
P: 0.36 1.15 -0.07  1.846
C: 1.15 2.38 -1.18  0.392
C: 2.48 2.76 -0.98  -0.344
C: 3.09 3.64 -1.84  -1.359
C: 2.39 4.13 -2.94  0.380
C: 1.08 3.75 -3.16  -0.927
C: 0.46 2.87 -2.29  -0.188
C: 3.11 5.08 -3.85  0.814
F: 3.36 6.27 -3.27  -0.262
F: 2.45 5.35 -4.99  -0.289
F: 4.31 4.60 -4.22  -0.273
C: 1.02 1.64 1.55  0.033
C: 1.35 2.97 1.84  -0.480
C: 1.86 3.30 3.08  -0.958
C: 2.01 2.31 4.05  0.485
C: 1.59 1.01 3.79  -1.235
C: 1.09 0.67 2.55  -0.579
C: 2.62 2.61 5.38  0.728
F: 1.79 2.37 6.41  -0.267
F: 3.03 3.88 5.51  -0.299
F: 3.71 1.84 5.61  -0.272
H: 4.13 -2.12 0.29  0.456
H: 2.88 -0.16 1.04  0.479
H: 0.31 -0.47 -2.36  0.328
H: 1.59 -2.45 -3.13  0.442
H: 3.03 2.36 -0.13  0.537
H: 4.11 3.94 -1.68  0.410
H: 0.54 4.13 -4.02  0.473
H: -0.57 2.58 -2.45  0.172
H: 1.20 3.74 1.11  0.762
H: 2.16 4.32 3.29  0.497
H: 1.68 0.26 4.57  0.467
H: 0.76 -0.34 2.35  0.578
C: -0.12 -4.90 1.27  -1.051
N: -0.68 -3.77 0.56  0.438
C: -1.48 -3.93 -0.51  -0.047
C: -1.98 -2.86 -1.17  -1.428
C: -1.70 -1.56 -0.63  1.536
O: -2.19 -0.50 -1.13  -0.884
N: -0.90 -1.43 0.43  0.004
C: -0.31 -2.48 1.02  -0.258
O: 0.51 -2.39 1.91  -0.779
H: -0.49 -5.83 0.83  0.357
H: -0.41 -4.85 2.32  0.321
H: 0.97 -4.87 1.21  0.284
H: -1.71 -4.94 -0.81  0.454
H: -2.62 -2.94 -2.03  0.535
F: -7.47 -4.03 -1.14  -0.314
C: -6.68 -3.09 -0.60  0.549
C: -7.05 -1.75 -0.64  0.192
F: -8.21 -1.41 -1.22  -0.306
C: -6.22 -0.78 -0.10  0.587
F: -6.59 0.50 -0.16  -0.282
C: -5.01 -1.11 0.53  -0.587
Se: -3.95 0.25 1.35  -0.162
C: -4.68 -2.46 0.59  0.610
F: -3.57 -2.85 1.24  -0.393
C: -5.49 -3.44 0.03  -0.006
F: -5.12 -4.74 0.10  -0.345

Values from the calculation:
- ⟨S²⟩ = 6.1582
- F_max (hartree/bohr) = 0.036
- HOMO energy (spin up / spin down) (eV) = -4.78 / -5.11
- Kohn-Sham gap (spin up / spin down) (eV) = 6.03 / 7.03
- energy relative to the best compared isomer or geometry (same formula, charge and spin) (kcal/mol) = 25.3
- spin multiplicity = 5
- net charge = -1
- lowest unoccupied orbital energy (spin up / spin down) (eV) = 1.25 / 1.91

=====

(4)
Density functional theory data (ωB97M-V with the def2-TZVPD basis set) for a 12-piece molecular cluster, C48H116N12O8 overall in a non-equilibrium geometry.

Last column: Mulliken charge in e.
Element x y z (Å)
C: 3.05 3.69 4.20  -0.775
C: 4.10 4.11 3.13  -1.186
N: 5.19 4.91 3.60  0.251
C: 4.85 6.28 3.80  -0.652
C: 5.99 7.07 3.21  -1.241
C: 6.01 4.32 4.53  -0.211
C: 6.42 2.90 4.26  -1.356
H: 3.24 2.66 4.49  0.234
H: 2.07 3.68 3.72  0.174
H: 3.02 4.46 4.97  0.335
H: 4.53 3.28 2.58  0.462
H: 3.48 4.60 2.38  0.513
H: 3.87 6.55 3.39  0.475
H: 4.81 6.57 4.85  0.319
H: 6.19 6.95 2.15  0.274
H: 5.58 8.08 3.25  0.420
H: 6.88 7.01 3.83  0.331
H: 5.46 4.44 5.47  0.386
H: 6.90 4.94 4.67  0.286
H: 7.16 2.80 3.46  0.302
H: 5.60 2.21 4.10  0.282
H: 6.86 2.42 5.13  0.390
C: -5.80 5.17 -5.52  -1.237
C: -5.26 5.43 -4.14  -0.909
N: -5.35 4.37 -3.13  0.832
C: -4.57 4.72 -1.97  -1.255
C: -4.37 3.43 -1.08  -0.830
C: -6.75 4.11 -2.93  -1.293
C: -7.52 5.20 -2.12  -1.525
H: -6.86 5.14 -5.25  0.353
H: -5.48 4.25 -5.99  0.208
H: -5.59 6.00 -6.19  0.397
H: -4.22 5.75 -4.21  0.556
H: -5.56 6.41 -3.80  0.537
H: -3.58 5.02 -2.32  0.413
H: -4.81 5.66 -1.47  0.512
H: -5.26 3.24 -0.47  0.344
H: -4.22 2.46 -1.55  0.196
H: -3.60 3.66 -0.34  0.412
H: -6.91 3.15 -2.45  0.525
H: -7.29 3.89 -3.86  0.823
H: -7.64 6.16 -2.63  0.296
H: -7.06 5.43 -1.16  0.276
H: -8.52 4.79 -2.00  0.462
C: 5.22 -2.86 1.39  -1.436
C: 5.86 -4.20 1.15  -0.403
N: 7.25 -4.08 0.63  -0.030
C: 7.22 -3.27 -0.53  -0.390
C: 8.56 -3.05 -1.23  -1.482
C: 7.96 -5.37 0.51  -0.739
C: 7.68 -6.25 -0.79  -0.977
H: 4.32 -2.98 1.99  0.392
H: 5.00 -2.37 0.43  0.320
H: 5.83 -2.15 1.94  0.462
H: 6.05 -4.67 2.11  0.348
H: 5.28 -4.91 0.55  0.345
H: 6.42 -3.62 -1.18  0.398
H: 6.92 -2.23 -0.36  0.431
H: 8.76 -3.75 -2.04  0.289
H: 8.50 -2.09 -1.72  0.426
H: 9.34 -3.00 -0.46  0.350
H: 7.73 -5.92 1.42  0.478
H: 9.02 -5.11 0.54  0.365
H: 8.28 -7.15 -0.65  0.392
H: 8.05 -5.85 -1.73  0.245
H: 6.64 -6.55 -0.90  0.257
C: 0.88 -0.87 1.88  -1.229
C: 0.62 -0.34 0.38  0.180
N: -0.75 0.26 0.24  0.405
C: -0.98 1.42 1.14  0.073
C: 0.00 2.60 0.82  -1.398
C: -1.07 0.68 -1.17  0.004
C: -1.10 -0.54 -2.04  -0.097
H: 0.17 -1.68 2.05  -0.111
H: 0.58 -0.14 2.63  0.487
H: 1.90 -1.25 1.94  0.378
H: 1.36 0.37 0.02  -0.588
H: 0.85 -1.18 -0.28  0.270
H: -0.90 1.26 2.21  0.610
H: -1.96 1.89 0.99  -0.301
H: 0.10 3.27 1.67  0.509
H: -0.35 3.27 0.03  0.304
H: 1.03 2.39 0.52  0.167
H: -2.05 1.11 -1.00  -0.138
H: -0.35 1.43 -1.49  0.206
H: -1.54 -0.14 -2.95  0.093
H: -0.12 -0.91 -2.35  0.280
H: -1.60 -1.39 -1.58  -0.460
C: -2.82 -2.92 1.33  -0.992
N: -3.20 -4.18 1.91  0.222
C: -3.60 -4.26 3.19  0.461
C: -3.79 -5.77 3.48  -1.165
O: -3.98 -3.36 3.97  -0.619
H: -3.66 -2.30 1.01  0.352
H: -2.26 -3.09 0.40  0.086
H: -2.18 -2.34 1.99  0.285
H: -3.17 -4.96 1.27  0.369
H: -4.67 -6.29 3.10  0.393
H: -3.96 -5.87 4.55  0.367
H: -2.87 -6.35 3.39  0.214
C: -4.91 -3.38 -1.61  -0.922
N: -3.49 -3.65 -1.90  0.026
C: -2.92 -3.55 -3.11  0.766
C: -1.52 -4.07 -3.26  -0.967
O: -3.48 -3.00 -4.09  -0.585
H: -4.97 -3.71 -0.57  0.366
H: -5.59 -4.03 -2.17  0.322
H: -5.15 -2.32 -1.72  0.157
H: -2.97 -4.28 -1.31  0.066
H: -0.82 -3.26 -3.09  0.041
H: -1.35 -4.60 -4.20  0.370
H: -1.43 -4.85 -2.51  0.404
C: 4.71 3.45 -4.20  -0.785
N: 4.75 2.31 -3.21  -0.235
C: 3.70 2.15 -2.40  0.745
C: 3.98 1.08 -1.28  -0.353
O: 2.63 2.70 -2.56  -0.631
H: 3.70 3.66 -4.57  0.174
H: 5.24 3.23 -5.13  0.357
H: 5.03 4.38 -3.75  0.334
H: 5.68 1.95 -3.14  0.237
H: 4.26 1.67 -0.41  0.293
H: 4.75 0.32 -1.41  0.363
H: 3.10 0.59 -0.86  -0.270
C: 0.09 -2.85 5.03  -0.793
N: -1.12 -3.47 5.66  0.125
C: -1.20 -3.64 6.98  0.659
C: -2.53 -4.04 7.56  -0.986
O: -0.25 -3.46 7.76  -0.678
H: 0.95 -3.52 4.92  0.348
H: 0.57 -2.05 5.61  0.360
H: -0.14 -2.31 4.11  0.066
H: -1.91 -3.61 5.06  0.101
H: -3.36 -3.35 7.44  0.278
H: -2.41 -4.05 8.64  0.325
H: -2.88 -4.98 7.12  0.228
C: 1.28 3.17 -6.28  -1.118
N: 1.43 1.86 -5.66  0.103
C: 0.76 0.83 -6.23  0.678
C: 0.84 -0.48 -5.54  -0.772
O: 0.26 0.88 -7.34  -0.648
H: 0.55 3.34 -7.08  0.314
H: 2.29 3.36 -6.64  0.364
H: 1.00 3.76 -5.41  0.343
H: 2.10 1.69 -4.93  0.095
H: 0.90 -0.26 -4.48  -0.024
H: 1.65 -1.10 -5.94  0.381
H: -0.15 -0.93 -5.51  0.307
C: 1.92 -4.31 0.01  -0.324
N: 1.13 -5.28 0.69  -0.003
C: 1.29 -5.54 1.91  0.759
C: 0.29 -6.55 2.45  -1.127
O: 2.09 -5.10 2.73  -0.664
H: 2.70 -3.74 0.53  0.007
H: 1.19 -3.59 -0.36  -0.097
H: 2.22 -4.64 -0.99  0.407
H: 0.43 -5.84 0.24  0.248
H: 0.52 -7.53 2.01  0.440
H: -0.73 -6.27 2.20  0.003
H: 0.38 -6.85 3.49  0.342
C: -2.41 1.65 -5.29  -0.862
N: -3.82 1.52 -4.77  0.069
C: -4.48 0.37 -4.69  0.900
C: -5.81 0.50 -4.00  -0.356
O: -4.08 -0.67 -5.27  -0.676
H: -1.70 1.42 -4.49  0.015
H: -2.32 2.64 -5.74  0.352
H: -2.26 0.91 -6.08  0.397
H: -4.27 2.37 -4.45  -0.041
H: -6.67 0.16 -4.57  0.367
H: -5.90 1.57 -3.82  -0.259
H: -5.85 -0.02 -3.04  -0.004
C: -4.52 2.06 2.39  -0.825
N: -5.46 1.86 3.51  -0.119
C: -6.71 1.38 3.55  0.652
C: -7.18 1.11 5.00  -1.036
O: -7.45 1.29 2.54  -0.632
H: -5.04 1.78 1.48  0.292
H: -3.65 1.41 2.47  0.256
H: -4.12 3.07 2.26  0.277
H: -5.09 2.33 4.33  0.273
H: -7.18 0.07 5.34  0.272
H: -8.11 1.59 5.30  0.309
H: -6.48 1.49 5.74  0.293

Values from the calculation:
- F_max (hartree/bohr) = 0.143
- SMILES = CCN(CC)CC.CCN(CC)CC.CCN(CC)CC.CCN(CC)CC.CNC(C)=O.CNC(C)=O.CNC(C)=O.CNC(C)=O.CNC(C)=O.CNC(C)=O.CNC(C)=O.CNC(C)=O
- HOMO energy (eV) = -7.91
- Kohn-Sham gap (eV) = 7.71
- energy relative to the best compared isomer or geometry (same formula, charge and spin) (kcal/mol) = 159.4
- lowest unoccupied orbital energy (eV) = -0.20

=====

Which value of energy relative to the best compared isomer or geometry (same formula, charge and spin) does entry 2 give? 81.7 kcal/mol